Record 1
DFT (ωB97M-V with the def2-TZVPD basis set) results for the molecule C4H10N2O in a non-equilibrium geometry.

## Properties
Kohn-Sham gap (spin up / spin down) in eV: 9.0517 / 6.9297
Energy relative to the best compared isomer or geometry (same formula, charge and spin) in kJ/mol: 571.4
E_tot in a.u.: -342.9838
Multiplicity: 1

The geometry in XYZ format:
```
17
Properties=species:S:1:pos:R:3:forces:R:3:lowdin_charge:R:1
C 2.654944 -0.461328 -0.685220 0.1 -0.4 0.0 -0.1512
N 1.255480 -0.460215 -0.950482 0.0 0.2 -1.8 0.0832
C 0.464032 -0.148628 0.179789 1.2 0.6 -0.7 -0.6683
O 0.703495 -0.984455 1.142501 -0.7 0.2 1.4 0.0412
N -0.923215 0.105736 -0.145628 -0.5 -0.3 0.4 -0.1547
C -1.852235 -0.911463 0.321698 -0.2 -0.1 0.0 -0.0762
C -1.414825 1.457784 0.044752 0.0 0.1 0.0 -0.0813
H 2.932278 -0.062016 0.299159 0.1 0.0 -0.1 0.0816
H 2.965245 -1.516992 -0.718317 0.1 0.1 0.1 0.0948
H 3.187123 0.031184 -1.508601 -0.1 0.0 0.2 0.0807
H 0.885593 0.920589 0.302459 -0.3 -0.5 0.7 0.1970
H -2.118310 -0.790680 1.381215 0.0 0.0 -0.1 0.0932
H -1.397064 -1.895968 0.198426 0.0 0.1 0.0 0.0953
H -2.768513 -0.851604 -0.276545 0.2 0.0 0.1 0.0891
H -0.790145 2.169985 -0.503880 0.0 -0.1 0.1 0.0898
H -2.431992 1.522260 -0.355005 0.2 0.0 0.0 0.0889
H -1.449511 1.756376 1.105066 0.0 -0.1 -0.1 0.0970
```
Forces are in eV/Å.

Record 2
DFT (ωB97M-V with the def2-TZVPD basis set) results for a structure of composition C32H30N3O2SbW in a non-equilibrium geometry.

## Properties
Kohn-Sham gap (spin up / spin down) in eV: 4.8878 / 3.6689
<S²>: 2.352
E_tot in a.u.: -1857.6254
Multiplicity: 3
Net charge: +4

The geometry in XYZ format:
```
69
Properties=species:S:1:pos:R:3:forces:R:3:lowdin_charge:R:1
N -1.149448 -3.360505 1.692847 -1.9 0.1 -0.2 0.1293
C -2.302025 -3.534190 1.648424 1.9 0.3 0.0 -0.2730
C -3.738370 -3.752619 1.538173 -0.5 -0.2 -0.1 -0.0488
H -3.965894 -4.817604 1.709183 0.1 0.4 0.0 0.1108
H -4.068750 -3.496758 0.513419 0.1 -0.1 0.6 0.0925
H -4.289456 -3.151311 2.281333 0.3 -0.2 -0.4 0.0868
N -0.054013 1.788582 -0.868857 -2.3 0.8 -4.4 0.1213
C -0.484552 2.333902 -1.874518 2.6 0.2 4.4 -0.2248
C -0.762552 3.583240 -2.587638 -0.6 0.2 -1.1 0.0154
H -1.518890 3.438484 -3.372642 0.2 0.1 0.1 0.1137
H 0.147912 3.988207 -3.056834 -0.1 -0.4 0.1 0.1331
H -1.143554 4.341025 -1.884757 0.1 -0.4 0.0 0.1287
N 2.864641 -2.188364 0.531756 1.7 0.9 -0.1 0.1471
C 3.982607 -1.858915 0.575386 -1.9 -0.8 0.2 -0.2351
C 5.369563 -1.470041 0.751772 0.5 0.1 0.0 -0.0381
H 5.418031 -0.689604 1.532419 0.1 -0.3 -0.4 0.0850
H 5.765007 -1.070742 -0.194457 0.0 -0.1 0.4 0.1038
H 5.979976 -2.342325 1.050676 -0.3 0.4 -0.1 0.1164
W -0.869359 -0.063078 -2.061875 -2.2 6.3 4.5 1.4382
C 1.782941 1.973501 1.274689 1.7 2.2 -2.0 -0.0760
O 2.337411 2.655007 0.543905 -1.1 -1.6 1.6 0.1174
C -2.244097 0.366115 -0.489262 -4.5 2.2 5.5 -0.0271
O -2.905352 0.794881 0.374787 3.2 -2.4 -4.3 0.1786
C -1.374246 -1.727676 -3.127879 -1.1 -2.6 -1.6 -0.1666
C -0.687206 -2.086353 -1.953010 0.0 -2.6 0.2 -0.1713
C 0.559308 -1.491584 -1.669977 1.6 -1.4 0.3 -0.1740
C 1.105460 -0.540233 -2.556781 2.1 -0.6 -0.9 -0.1465
C 0.388881 -0.129964 -3.704970 1.6 0.6 -2.0 -0.1553
C -0.867057 -0.731407 -3.985585 0.0 -0.8 -2.3 -0.1644
H -2.264612 -2.275406 -3.398397 -0.3 0.2 0.1 0.1705
H -1.074319 -2.844484 -1.288116 -0.1 0.0 0.1 0.1511
H 1.100702 -1.786516 -0.775806 0.0 0.1 0.2 0.0943
H 2.100915 -0.153260 -2.349379 -0.4 0.3 0.1 0.1649
H 0.776312 0.639122 -4.383915 -0.1 -0.4 0.3 0.1711
H -1.443863 -0.443252 -4.861408 0.1 0.1 0.1 0.1751
C -2.706726 -2.219321 6.091872 -0.2 0.2 -0.3 -0.0037
C -3.278823 -1.526278 5.016532 0.1 0.2 -0.2 -0.0398
C -2.460122 -0.907334 4.058596 -1.0 -0.1 0.3 -0.1390
C -1.072828 -0.982802 4.176852 1.0 0.4 -0.5 -0.3784
C -0.495852 -1.692994 5.229053 0.0 -0.4 0.7 -0.1008
C -1.314031 -2.295048 6.200817 0.6 0.2 -0.4 -0.0124
Sb 0.120916 0.138214 2.679909 -0.4 -0.8 2.0 1.5174
C -0.438745 2.006068 3.706713 0.4 -0.2 -2.3 -0.3179
C -0.748691 3.111969 2.918302 -0.4 0.3 0.0 -0.1152
C -1.124247 4.321469 3.522106 0.2 -0.5 -1.6 0.0315
C -1.215300 4.414193 4.917314 0.1 -0.5 1.6 0.0429
C -0.921994 3.294146 5.705665 0.1 0.2 0.0 0.0129
C -0.530300 2.090076 5.097522 -0.4 0.5 2.0 -0.0257
C 2.102036 -0.025733 3.530102 -1.3 0.7 -0.3 -0.3543
C 2.802317 1.113554 3.930872 1.3 0.7 0.4 -0.1084
C 4.074123 0.978756 4.509701 -1.4 1.4 -0.4 0.0226
C 4.617148 -0.297793 4.719913 0.2 -0.9 0.2 0.0435
C 3.903014 -1.433473 4.310900 -0.6 -0.5 -0.2 -0.0055
C 2.676092 -1.293152 3.652777 1.3 -1.4 0.4 -0.0998
H -3.344814 -2.698123 6.839163 0.2 0.2 -0.3 0.1376
H -4.365466 -1.461994 4.921538 0.4 0.0 0.1 0.1266
H -2.920711 -0.363912 3.228831 0.1 -0.2 0.3 0.0942
H 0.587689 -1.785272 5.316730 -0.4 0.0 0.1 0.0953
H -0.855497 -2.820746 7.041412 -0.2 0.1 -0.3 0.1337
H -0.706314 3.040302 1.826860 0.0 0.1 0.4 0.0807
H -1.348087 5.190575 2.898929 0.1 -0.2 0.2 0.1425
H -1.516783 5.353981 5.387322 0.1 -0.3 -0.1 0.1503
H -1.000317 3.349010 6.794311 0.0 0.0 -0.4 0.1418
H -0.310711 1.226190 5.729406 -0.1 0.2 -0.2 0.1251
H 2.369824 2.117050 3.807178 0.3 -0.5 0.1 0.1046
H 4.623280 1.876696 4.815984 -0.2 -0.4 0.0 0.1449
H 5.596908 -0.400120 5.197799 -0.3 0.0 -0.2 0.1515
H 4.303058 -2.434869 4.491604 -0.1 0.4 -0.1 0.1419
H 2.177856 -2.169890 3.230860 0.2 0.2 0.2 0.1152
```
Forces are in eV/Å.

Calculated values (g/mol) of molecular weight for the records, taken in order: 102.137; 794.211.